C2H3AlF as an isolated structure in a non-equilibrium geometry. Source: OMol25; level of theory: wB97M-V/def2-TZVPD.

```
! wB97M-V def2-TZVPD RIJCOSX def2/J DEFGRID3
* xyz -1 1
C 2.2676 -0.3019 0.0581
C 0.8436 -0.3325 -0.0390
Al -1.2094 0.0709 -0.0870
F -1.8528 0.4568 1.6601
H 3.4035 0.0645 0.0414
H -1.5001 1.3127 -1.0694
H -1.9524 -1.2705 -0.5641
*
```

Properties
maximum force: 10.97 eV/Å
M: 73.026 g/mol
total energy: -11436.740 eV
HOMO-LUMO gap: 9.050 eV



A 2-piece molecular cluster, H4O2 overall. Source: OMol25; level of theory: wB97M-V/def2-TZVPD.

```
! wB97M-V def2-TZVPD RIJCOSX def2/J DEFGRID3
* xyz 0 1
O -0.9498 -1.2058 -0.1792
H -1.4492 -1.0476 -0.9868
H -1.6151 -1.6129 0.3620
O 1.1073 1.3307 0.1453
H 0.4997 0.6277 -0.1276
H 1.3052 1.0339 1.0230
*
```

Properties
maximum force: 0.98 eV/Å
M: 36.030 g/mol
total energy: -4159.835 eV
HOMO-LUMO gap: 11.780 eV
relative energy (zero: lowest compared OMol25 entry of this formula, charge and spin): 2.40 kcal/mol
SMILES: O.O



C3H2N2O3 in the gas phase in a non-equilibrium geometry. Source: OMol25; level of theory: wB97M-V/def2-TZVPD.

```
! wB97M-V def2-TZVPD RIJCOSX def2/J DEFGRID3
* xyz 0 1
O -2.1009 -1.0429 -0.0931
C -1.1845 -0.2814 -0.0810
N -1.1923 1.0004 0.0480
C -0.0771 1.6171 -0.0458
N 1.1220 1.1538 -0.0262
C 1.0836 -0.1515 0.0554
O 2.1153 -0.9056 -0.0759
O -0.0215 -0.9344 0.2440
H -0.0614 2.7677 0.0254
H 1.6783 -1.8895 -0.3497
*
```

Properties
maximum force: 5.82 eV/Å
M: 114.060 g/mol
total energy: -12264.627 eV
HOMO-LUMO gap: 10.143 eV
relative energy (zero: lowest compared OMol25 entry of this formula, charge and spin): 54.30 kcal/mol
SMILES: O=c1ncnc(O)o1